Entry 1:
C3H5NO2 as an isolated structure. Source: the Open Molecules 2025 dataset; level of theory: ωB97M-V with the def2-TZVPD basis set.

Geometry as XYZ:
```
11
Properties=species:S:1:pos:R:3:forces:R:3:mulliken_charge:R:1
O 2.854 -0.076 -0.058 -0.5093 0.5188 -0.2773 -0.460
C 1.838 0.463 -0.339 1.4836 0.3468 -0.3759 0.741
N 0.592 -0.770 0.567 -0.7518 -0.3042 -0.0870 -0.460
C -0.517 -0.679 -0.044 0.0838 -0.3070 0.8858 0.053
C -1.268 0.590 0.022 -0.4244 -0.1810 0.2624 -0.917
O 1.113 1.221 -0.876 0.7436 0.1256 0.0146 -0.462
H 0.997 -1.685 0.712 -0.0958 -0.2816 -0.2239 0.244
H -1.130 -1.525 -0.356 0.3035 -0.2890 -0.2448 0.381
H -1.896 0.166 0.823 -0.7838 0.9040 -0.0220 0.282
H -0.719 1.450 0.404 -0.0773 -0.3530 -0.0880 0.299
H -1.865 0.845 -0.855 0.0280 -0.1792 0.1562 0.298
```
Positions in Å, forces in eV/Å.

Electronic energy   -322.52670 hartree
2S+1   1
Relative energy (zero: lowest compared OMol25 entry of this formula, charge and spin)   29.9 kcal/mol

Entry 2:
One molecule with the formula C3H5NO2. Source: the Open Molecules 2025 dataset; level of theory: ωB97M-V with the def2-TZVPD basis set.

Geometry as XYZ:
```
11
Properties=species:S:1:pos:R:3:forces:R:3:mulliken_charge:R:1
O 1.406 -1.568 0.102 0.3581 0.1529 0.2769 -0.436
C 1.510 -0.510 0.659 -0.2043 -0.4143 -0.4380 0.098
C 0.535 0.620 0.442 -0.1090 0.2452 -0.7395 -0.490
N -0.470 0.393 -0.620 -1.1004 -0.2783 -1.0271 -0.091
C -1.600 -0.327 -0.533 -1.9800 -0.2966 -1.3558 0.106
O -2.153 -0.956 0.314 0.2157 0.0526 0.3781 -0.502
H 2.332 -0.275 1.380 -0.2449 -0.1644 -0.1725 0.311
H 0.106 0.832 1.442 -0.3814 -0.0780 -0.7145 0.298
H 1.115 1.503 0.183 0.0429 0.1558 -0.0387 0.333
H -0.735 0.432 -1.684 3.6666 1.6841 1.7088 0.273
H -2.046 -0.145 -1.684 -0.2635 -1.0587 2.1222 0.101
```
Positions in Å, forces in eV/Å.

SMILES   O=CCNC=O
Electronic energy   -322.47427 hartree
2S+1   1
Relative energy (zero: lowest compared OMol25 entry of this formula, charge and spin)   62.8 kcal/mol

Entry 3:
One molecule with the formula C3H5NO2. Source: the Open Molecules 2025 dataset; level of theory: ωB97M-V with the def2-TZVPD basis set.

Geometry as XYZ:
```
11
Properties=species:S:1:pos:R:3:forces:R:3:mulliken_charge:R:1
N 0.349 -0.629 2.363 0.4665 0.3036 -0.5370 -0.563
C 0.105 -0.337 1.174 0.1833 0.0545 0.0214 0.599
O 1.118 0.213 0.416 -0.2358 -0.1339 0.1800 -0.389
C 0.696 0.503 -0.906 -0.2332 -0.0039 -0.2012 -0.231
C -0.775 0.050 -0.940 0.1625 0.0884 -0.1118 -0.203
O -1.025 -0.443 0.385 0.3475 -0.0131 0.4006 -0.396
H -0.192 -1.034 3.114 -0.6392 0.1032 -0.9603 0.243
H 1.309 -0.045 -1.634 -0.0605 0.0631 0.3182 0.239
H 0.798 1.577 -1.113 0.0259 -0.2470 0.2105 0.238
H -1.447 0.885 -1.176 0.0335 -0.2586 0.2910 0.232
H -0.937 -0.741 -1.684 -0.0504 0.0436 0.3885 0.232
```
Positions in Å, forces in eV/Å.

SMILES   N=C1OCCO1
Electronic energy   -322.51998 hartree
2S+1   1
Relative energy (zero: lowest compared OMol25 entry of this formula, charge and spin)   34.1 kcal/mol

Entry 4:
One molecule with the formula C3H5NO2. Source: the Open Molecules 2025 dataset; level of theory: ωB97M-V with the def2-TZVPD basis set.

Geometry as XYZ:
```
11
Properties=species:S:1:pos:R:3:forces:R:3:mulliken_charge:R:1
O 2.455 0.532 -0.254 -0.5804 -0.5365 0.0970 -0.360
N 2.037 -0.768 0.148 -3.4528 0.6400 -0.4615 -0.346
C 0.727 -0.959 0.052 1.6300 -0.3002 1.4907 -0.006
C -0.358 -0.085 -0.462 -1.6092 0.9508 0.7034 -0.300
C -1.522 0.505 0.427 1.2594 -1.7235 -1.2305 -0.224
O -1.687 -0.657 -0.525 1.0631 1.8010 1.5174 -0.398
H 1.702 1.157 -0.185 0.3821 -0.5060 -0.0430 0.329
H 0.273 -1.854 0.532 1.0293 0.1871 -0.5227 0.340
H -0.059 0.438 -1.368 -0.3290 0.3239 0.0354 0.483
H -1.564 0.226 1.542 0.0726 0.4131 -1.9834 0.228
H -2.005 1.465 0.092 0.5349 -1.2497 0.3971 0.252
```
Positions in Å, forces in eV/Å.

SMILES   O/N=C\[C@@H]1CO1
Electronic energy   -322.40271 hartree
2S+1   1
Relative energy (zero: lowest compared OMol25 entry of this formula, charge and spin)   107.7 kcal/mol

Entry 5:
C3H5NO2 as an isolated structure. Source: the Open Molecules 2025 dataset; level of theory: ωB97M-V with the def2-TZVPD basis set.

Geometry as XYZ:
```
11
Properties=species:S:1:pos:R:3:forces:R:3:mulliken_charge:R:1
N -1.401 -0.383 0.740 0.1309 0.0150 0.1328 -0.587
C -0.439 0.105 -0.194 -0.0318 -0.0418 -0.1025 0.062
C 0.830 1.002 0.115 -0.1293 0.2794 -0.0050 -0.359
O 1.535 0.298 -0.949 0.2233 -0.3002 0.1382 -0.358
C 0.702 -0.772 -0.672 0.1071 -0.6387 0.4342 0.497
O 1.018 -1.902 -0.450 -0.2936 0.3758 -0.7602 -0.542
H -1.108 -1.253 1.174 0.0000 0.1357 -0.0510 0.265
H -2.310 -0.521 0.308 0.3001 0.0390 0.1460 0.254
H -0.955 0.590 -1.033 0.3197 -0.1170 0.1509 0.287
H 0.754 2.066 -0.087 0.0084 0.0018 0.0411 0.236
H 1.373 0.770 1.047 -0.6349 0.2510 -0.1245 0.245
```
Positions in Å, forces in eV/Å.

Electronic energy   -322.51344 hartree
2S+1   1
Relative energy (zero: lowest compared OMol25 entry of this formula, charge and spin)   38.2 kcal/mol

Entry 6:
One molecule with the formula C3H5NO2. Source: the Open Molecules 2025 dataset; level of theory: ωB97M-V with the def2-TZVPD basis set.

Geometry as XYZ:
```
11
Properties=species:S:1:pos:R:3:forces:R:3:mulliken_charge:R:1
O 0.925 -1.579 1.543 -0.0463 0.1447 -0.1888 -0.232
C 0.525 -1.193 0.381 0.2637 -0.0039 0.7531 -0.544
C -0.879 -0.061 -1.524 -0.4557 0.1030 -0.1391 -0.654
O -0.391 0.890 -0.556 0.0305 -0.1208 0.0046 -0.362
C 0.227 0.329 0.485 0.1890 0.0567 0.2926 0.986
N 0.627 0.957 1.514 -0.1486 -0.1743 -0.3748 -0.739
H 0.965 -0.800 2.168 -0.0077 0.0568 -0.0225 0.360
H -0.083 -0.740 -1.795 -0.0592 -0.0469 -0.2992 0.387
H -1.242 0.513 -2.376 0.0721 0.0374 0.1560 0.222
H -1.699 -0.639 -1.080 0.1452 0.1040 -0.2144 0.308
H 0.428 1.957 1.482 0.0170 -0.1567 0.0324 0.267
```
Positions in Å, forces in eV/Å.

Electronic energy   -322.43471 hartree
2S+1   1
Relative energy (zero: lowest compared OMol25 entry of this formula, charge and spin)   87.6 kcal/mol

Going through the records in order, we get HOMO level values of -10.57 -10.11 -9.95 -9.95 -9.88 -9.03 eV.